ORCA calculation (ωB97M-V/def2-TZVPD) on a structure of composition C17H31NO6OsS2Si2Te.

Properties
spin multiplicity	5
relative energy (zero: lowest compared OMol25 entry of this formula, charge and spin)	15.09	kcal/mol
net charge	+2
M	783.6	g mol⁻¹
orbital gap (alpha / beta)	0.2964 / 0.2621	Eh

```
61
Properties=species:S:1:pos:R:3:forces:R:3
Os 1.910 -0.729 1.283 0.05 0.36 1.00
O -0.832 0.838 1.136 0.40 0.48 0.02
S -0.096 1.653 2.262 -0.04 0.33 0.12
O -0.303 3.044 2.045 0.00 -0.19 0.27
O 1.328 1.240 2.156 -0.24 -0.30 -0.04
C -0.833 1.077 3.732 -0.03 -0.44 -0.12
C -1.629 1.996 4.393 0.11 -0.04 -0.06
C -2.337 1.591 5.519 -0.05 0.02 0.08
C -2.252 0.286 5.959 -0.08 0.04 0.06
C -1.447 -0.641 5.298 0.09 0.01 -0.05
C -0.732 -0.263 4.181 0.08 0.23 -0.08
S 0.295 -1.525 3.458 0.02 -0.18 0.20
O 0.077 -2.735 4.160 -0.04 0.09 0.02
O 1.700 -1.000 3.470 0.02 -0.36 -0.03
O -0.039 -1.563 1.992 0.21 0.06 -0.11
H -1.685 3.013 4.029 -0.04 -0.01 0.02
H -2.958 2.305 6.042 0.01 0.00 0.00
H -2.816 -0.027 6.827 0.02 -0.01 0.01
H -1.364 -1.660 5.649 -0.04 0.01 0.02
C -3.731 2.169 -2.758 -0.22 0.08 -0.02
Si -3.026 1.836 -1.073 -0.02 0.13 -0.25
C -3.608 3.016 0.238 -0.02 0.03 0.11
C -3.364 0.058 -0.618 0.21 -0.10 0.08
C -1.155 2.326 -1.341 0.29 -0.13 0.34
Te 0.327 1.060 -0.512 -1.09 0.17 -1.05
C -0.160 -0.582 -1.678 0.61 0.25 -0.12
Si 1.074 -0.342 -3.186 0.13 -0.31 -0.24
C 2.634 0.561 -2.632 -0.24 0.15 0.22
C 1.592 -2.048 -3.693 -0.20 -0.14 -0.12
C 0.187 0.644 -4.483 -0.07 0.00 -0.11
H -4.820 2.066 -2.725 0.05 0.00 -0.05
H -3.358 1.455 -3.496 0.01 0.02 0.01
H -3.510 3.179 -3.111 -0.01 -0.03 0.01
H -4.401 2.566 0.838 -0.01 0.03 0.00
H -4.013 3.924 -0.213 0.04 0.02 0.02
H -2.797 3.311 0.909 -0.06 -0.01 0.03
H -4.301 0.051 -0.056 -0.02 -0.03 -0.04
H -2.613 -0.415 0.017 -0.11 -0.01 -0.01
H -3.518 -0.561 -1.504 0.01 -0.02 0.01
H -0.974 3.269 -0.819 0.02 0.09 -0.13
H -0.897 2.451 -2.395 0.04 -0.09 -0.01
H -1.203 -0.541 -1.980 -0.03 -0.02 0.09
H 0.075 -1.501 -1.139 -0.06 -0.01 0.00
H 3.079 0.137 -1.727 0.09 -0.03 -0.06
H 2.519 1.639 -2.471 0.04 -0.03 -0.04
H 3.361 0.451 -3.440 -0.01 0.00 -0.01
H 1.944 -2.627 -2.836 0.01 0.01 -0.02
H 2.397 -1.995 -4.429 -0.01 0.02 0.03
H 0.768 -2.599 -4.153 0.03 -0.02 0.05
H 0.359 1.718 -4.383 -0.03 -0.02 0.02
H -0.889 0.460 -4.475 0.02 0.01 -0.04
H 0.553 0.358 -5.472 0.00 0.03 0.02
C 6.066 -3.729 -0.181 -0.05 0.04 0.02
C 4.594 -3.933 -0.587 0.21 0.00 0.01
C 3.751 -2.841 -0.131 0.04 -0.12 -0.23
N 3.097 -1.959 0.209 0.09 -0.14 0.15
H 6.654 -4.533 -0.618 -0.01 -0.01 0.01
H 6.180 -3.763 0.900 0.00 0.00 -0.01
H 6.451 -2.780 -0.551 0.00 -0.02 -0.01
H 4.195 -4.858 -0.166 -0.08 0.03 0.03
H 4.487 -3.999 -1.672 -0.04 0.05 -0.01
```
Positions in Å, forces in eV/Å.